(1)
Molecular formula: C5H4NO2
Method: DFT, the ωB97M-V functional and the def2-TZVPD basis

Structure (ORCA input):
```
! wB97M-V def2-TZVPD RIJCOSX def2/J DEFGRID3
* xyz -1 1
N 2.44979 -1.73796 -0.65810
C 1.80492 -0.96989 -0.13316
C 1.15274 0.12007 0.60142
C 0.13446 1.09522 -0.19405
O 0.66090 2.15984 -0.54215
C -1.13449 0.60586 -0.42633
C -1.79051 -0.58083 -0.10655
O -2.82578 -1.04450 -0.54426
H 0.76788 -0.46454 1.42161
H 1.96852 0.72065 0.81900
H -1.65452 1.24227 -1.07408
H -1.53389 -1.14620 0.83664
*
```

The LUMO energy is 3.99 eV. Its orbital gap is 8.037 eV. The value obtained for the electronic energy is -10835.1542 eV. As for the SMILES: N#CC/C([O-])=C\C=O. The value obtained for the energy above the lowest of the compared OMol25 structures with the same formula, charge and spin is 45.28 kJ/mol.

(2)
Molecular formula: CaH12NO9
Method: DFT, the ωB97M-V functional and the def2-TZVPD basis

Structure (ORCA input):
```
! wB97M-V def2-TZVPD RIJCOSX def2/J DEFGRID3
* xyz 2 2
Ca 0.05954 -0.33191 0.25794
N 0.54301 2.83398 -1.40648
O 0.17175 2.67934 -2.61561
O 0.85694 3.98012 -1.01181
O 0.61023 1.86507 -0.61569
O 2.35968 -0.12961 0.61332
H 2.91455 0.27930 -0.05086
H 2.92119 -0.19926 1.38539
O 0.80462 -2.57164 0.53599
H 1.00123 -3.15473 -0.19720
H 1.25984 -2.96219 1.28196
O -1.94568 0.60107 -0.84708
H -2.08361 1.53079 -1.02827
H -2.41391 0.14788 -1.54823
O 0.09230 -1.05500 -2.03739
H -0.66492 -1.56598 -2.32332
H 0.84629 -1.51955 -2.40061
O -0.18670 1.01539 2.25117
H 0.31561 1.05735 3.06489
H -1.07855 1.25040 2.50729
O -1.74245 -1.20625 1.34869
H -2.42874 -0.55669 1.19605
H -2.21220 -1.98778 1.63988
*
```

The LUMO energy (spin up / spin down) is -7.55 / -11.24 eV. Its orbital gap (spin up / spin down) is 11.997 / 8.033 eV. The value obtained for the electronic energy is -38534.5137 eV. The value obtained for the energy above the lowest of the compared OMol25 structures with the same formula, charge and spin is 13.64 kJ/mol.

(3)
Molecular formula: C25H27N6O3SZr
Method: DFT, the ωB97M-V functional and the def2-TZVPD basis

Structure (ORCA input):
```
! wB97M-V def2-TZVPD RIJCOSX def2/J DEFGRID3
* xyz 3 1
Zr -1.67306 0.35534 0.88843
N -3.82345 -0.84783 1.50677
C -4.68226 -0.58031 0.28817
C -3.59123 0.13841 -0.45649
O -3.26818 1.30327 0.02280
O -2.65290 -0.51305 -0.96902
H -3.73886 -1.85417 1.63241
H -4.28266 -0.49005 2.34092
H -5.52886 0.05507 0.52635
H -4.98900 -1.49973 -0.19892
C 4.82137 2.77983 0.44874
C 3.90599 3.99570 0.40673
C 2.43176 3.64328 0.33138
N 2.03050 2.93675 1.57631
C 0.89430 2.34652 1.79193
S -0.32745 2.45601 0.56078
N 0.73455 1.71976 3.02432
C -0.48438 1.45951 3.63135
O -1.40385 0.96100 2.89922
C -0.64762 1.66980 5.02801
C 0.23766 2.49978 5.74993
C 0.04253 2.70429 7.09739
C -1.02908 2.08616 7.74077
C -1.91528 1.27040 7.03833
C -1.73381 1.06481 5.69087
H 5.86319 3.09256 0.47455
H 4.68235 2.15156 -0.43258
H 4.66169 2.15385 1.33202
H 4.12890 4.59662 -0.47553
H 4.08000 4.65166 1.26547
H 2.22129 2.97901 -0.50748
H 1.81059 4.53481 0.23892
H 2.72975 2.95071 2.31268
H 1.52143 1.81699 3.65564
H 1.04550 3.03251 5.26228
H 0.70934 3.35269 7.64790
H -1.17766 2.24859 8.80054
H -2.74166 0.80014 7.55254
H -2.41034 0.42574 5.14088
N 2.71159 -5.31323 -0.52282
C 3.46819 -6.32067 -0.00924
C 4.17713 -7.36610 -0.61126
C 4.83789 -8.20712 0.24442
C 4.81519 -8.04057 1.66081
C 4.12667 -7.02427 2.25084
C 3.43078 -6.13727 1.39819
N 2.67235 -5.06712 1.70706
C 2.24842 -4.57431 0.54585
C 1.41644 -3.43256 0.48128
C 0.94049 -2.85486 -0.71997
C 0.12042 -1.76891 -0.68629
N -0.26619 -1.17967 0.48288
C 0.19766 -1.73466 1.65544
C 1.00624 -2.81883 1.69663
H 2.51923 -5.17551 -1.50080
H 4.20443 -7.50658 -1.68267
H 5.40176 -9.03460 -0.16496
H 5.36142 -8.74744 2.26950
H 4.10002 -6.88944 3.32278
H 1.20293 -3.26236 -1.68593
H -0.27032 -1.33213 -1.59558
H -0.13639 -1.26781 2.58153
H 1.34262 -3.23616 2.63488
*
```

The LUMO energy is -9.81 eV. Its orbital gap is 5.186 eV. The value obtained for the electronic energy is -53541.3606 eV. The value obtained for the energy above the lowest of the compared OMol25 structures with the same formula, charge and spin is 0.76 kJ/mol.